1.
17
Properties=species:S:1:pos:R:3 method="wB97M-V/def2-TZVPD" gap_ev=9.38 energy_ev=-21724.788 spin_multiplicity=1 relative_energy_kj_mol=81.3 smiles="N[C@H](CS)C(=O)O.O" lumo_ev=0.277
S 2.170 1.783 -0.660
O -0.474 -1.748 -1.680
O -1.906 -1.258 -0.043
O -1.395 -0.741 3.196
N -0.547 0.846 0.730
C 0.973 0.557 -1.225
C -0.731 -1.131 -0.682
C 0.216 -0.088 -0.081
H -0.085 1.268 1.512
H -1.117 -1.240 2.417
H -2.462 -1.925 -0.480
H 2.186 1.475 0.640
H -1.476 0.526 0.905
H 0.873 -0.661 0.576
H -2.301 -0.510 2.931
H 1.452 -0.219 -1.819
H 0.298 0.979 -1.967



2.
17
Properties=species:S:1:pos:R:3 method="wB97M-V/def2-TZVPD" gap_ev=10.21 energy_ev=-12935.443 spin_multiplicity=1 relative_energy_kj_mol=189.3 smiles="N[C@@H](CO)C(=O)O.O" lumo_ev=0.481
O -0.815 2.043 0.922
O 2.827 0.022 -1.906
O -0.666 0.744 2.648
O 1.121 -0.829 0.220
N -1.415 0.334 -1.141
C -0.085 -1.395 0.338
C -1.148 -0.207 0.231
C -0.917 0.810 1.501
H -0.190 -1.860 -0.648
H -1.908 1.201 -1.157
H 2.872 0.500 -1.104
H 1.859 -0.153 -2.191
H -0.535 0.595 -1.650
H -0.191 -2.145 1.150
H -2.160 -0.771 0.428
H 1.702 -1.420 0.780
H -0.351 2.533 1.579



3.
15
Properties=species:S:1:pos:R:3 method="wB97M-V/def2-TZVPD" gap_ev=9.82 energy_ev=-17629.626 spin_multiplicity=1 relative_energy_kj_mol=55.9 smiles="NC=O.CCS" lumo_ev=0.765
S 2.938 0.079 0.553
O -2.275 -2.052 0.990
N -2.514 0.115 1.642
C 1.408 -0.273 -0.407
C 1.027 0.757 -1.444
C -2.226 -0.875 0.740
H 1.596 -1.269 -0.810
H -2.034 -0.529 -0.293
H 3.602 0.710 -0.414
H 1.895 1.095 -2.006
H -1.989 0.966 1.748
H 0.648 -0.443 0.359
H 0.553 1.623 -0.998
H -2.953 -0.223 2.485
H 0.325 0.318 -2.144



4.
15
Properties=species:S:1:pos:R:3 method="wB97M-V/def2-TZVPD" gap_ev=9.71 energy_ev=-17626.901 spin_multiplicity=1 relative_energy_kj_mol=318.8 lumo_ev=0.696
S -0.654 -0.319 -0.102
O -0.246 -1.253 1.007
N 0.275 1.866 1.657
C -1.540 -1.531 -1.228
C -0.015 1.209 2.715
C 0.748 -0.006 -1.293
H 0.354 0.569 -2.193
H -2.539 -1.714 -0.881
H 1.428 0.480 -0.589
H -0.842 -2.352 -1.288
H 1.018 -0.974 -1.718
H 0.896 0.826 3.233
H -1.070 0.953 2.988
H -0.478 1.896 0.932
H -1.298 -1.035 -2.105



5.
15
Properties=species:S:1:pos:R:3 method="wB97M-V/def2-TZVPD" total_charge=+1 gap_ev="10.28 / 5.39" energy_ev=-17620.168 spin_multiplicity=2 relative_energy_kj_mol=85.5 s2=0.753 lumo_ev="-3.618 / -8.492"
S 0.560 -2.010 -0.092
O 0.651 2.378 -0.045
N -0.315 1.470 1.798
C 1.410 -0.478 -0.313
C -0.402 1.968 0.489
C -0.989 -1.767 -1.085
H -1.681 -2.665 -1.032
H 1.717 0.160 0.584
H -0.774 -1.545 -2.115
H -1.452 -0.822 -0.662
H -1.300 1.590 -0.060
H 0.747 0.104 -1.028
H 2.486 -0.678 -0.851
H -1.216 1.049 2.152
H 0.556 1.246 2.261



6.
16
Properties=species:S:1:pos:R:3 method="wB97M-V/def2-TZVPD" gap_ev=9.48 energy_ev=-28464.388 spin_multiplicity=1 relative_energy_kj_mol=101.4 smiles="NCC=O.CSS" lumo_ev=0.416
S -1.107 1.684 0.591
S -2.666 0.331 0.319
O 2.980 0.237 -1.789
N 1.777 -1.399 1.141
C -1.796 -1.029 -0.536
C 2.630 -1.391 -0.060
C 2.261 -0.268 -0.975
H 2.438 -2.302 -0.634
H -0.890 -1.299 0.002
H 3.701 -1.364 0.166
H -2.484 -1.876 -0.509
H -1.595 -0.760 -1.569
H 1.985 -0.577 1.696
H -0.584 1.088 1.680
H 2.044 -2.212 1.684
H 1.179 -0.032 -0.975



7.
14
Properties=species:S:1:pos:R:3 method="wB97M-V/def2-TZVPD" gap_ev=8.87 energy_ev=-15579.330 spin_multiplicity=1 relative_energy_kj_mol=289.5 smiles="C=N.CCS" lumo_ev=0.621
S 2.523 -0.682 0.856
N -7.218 -1.238 -0.282
C 3.520 0.850 1.035
C -6.155 -1.383 -0.931
C 3.919 1.455 -0.309
H -6.046 -2.222 -1.634
H 2.814 1.522 1.524
H 4.738 2.165 -0.160
H 3.050 1.998 -0.694
H 4.140 0.715 -1.076
H -7.488 -1.578 0.621
H -5.437 -0.547 -0.926
H 4.329 0.551 1.691
H 3.311 -1.605 0.286



8.
14
Properties=species:S:1:pos:R:3 method="wB97M-V/def2-TZVPD" gap_ev=9.79 energy_ev=-15582.068 spin_multiplicity=1 relative_energy_kj_mol=25.4 smiles=C[C@H](N)CS lumo_ev=0.991
S 0.330 0.369 1.880
N 1.083 -0.871 -0.832
C -0.891 -0.111 -2.094
C 0.027 0.162 -0.899
C -0.756 0.149 0.407
H -0.244 -0.378 -2.928
H -1.517 -0.979 -1.875
H -1.587 0.679 -2.377
H 0.715 -1.783 -1.066
H -1.239 -0.799 0.634
H -1.497 0.947 0.390
H 0.039 1.605 2.271
H 0.566 1.103 -0.879
H 1.763 -0.662 -1.554



9.
14
Properties=species:S:1:pos:R:3 method="wB97M-V/def2-TZVPD" gap_ev=9.56 energy_ev=-15581.797 spin_multiplicity=1 relative_energy_kj_mol=51.5 smiles=CNCSC lumo_ev=0.964
S -0.675 -0.002 1.060
N 0.648 0.545 -1.409
C -0.313 -0.284 -2.125
C 0.203 1.104 -0.160
C 0.754 -0.976 1.656
H 1.676 -0.736 1.148
H 0.543 -2.035 1.570
H -0.914 -0.904 -1.454
H 0.185 -0.897 -2.855
H -0.499 1.919 -0.304
H 0.870 -0.712 2.707
H 1.482 0.005 -1.199
H -1.034 0.368 -2.619
H 1.067 1.443 0.406



10.
14
Properties=species:S:1:pos:R:3 method="wB97M-V/def2-TZVPD" gap_ev=9.71 energy_ev=-15580.709 spin_multiplicity=1 relative_energy_kj_mol=156.5 smiles=C[C@H](N)CS lumo_ev=0.941
S -2.314 -0.686 -1.381
N -0.273 -0.015 1.533
C 1.547 0.397 -0.055
C -0.535 -0.771 -0.716
C 0.034 0.296 0.112
H 1.956 1.231 0.480
H 1.687 0.657 -1.123
H 0.435 0.200 2.213
H -1.101 0.555 1.638
H -0.489 1.141 -0.353
H -2.798 0.294 -0.589
H 0.116 -1.109 -1.683
H -0.560 -1.883 -0.371
H 2.294 -0.308 0.296



11.
14
Properties=species:S:1:pos:R:3 method="wB97M-V/def2-TZVPD" total_charge=+1 gap_ev="9.30 / 4.63" energy_ev=-15571.387 spin_multiplicity=2 relative_energy_kj_mol=215.2 s2=0.754 lumo_ev="-4.645 / -9.291"
S -1.057 0.134 -1.396
N 2.716 -0.880 0.954
C -1.183 -0.105 1.475
C 2.274 -0.272 -0.124
C -1.472 0.920 0.336
H -2.501 1.224 0.135
H -1.618 0.334 2.350
H 2.093 -0.949 -0.976
H 2.180 0.828 -0.146
H 2.719 -0.259 1.796
H -1.656 -1.077 1.271
H -0.807 1.738 0.488
H -0.148 -0.691 -0.810
H -0.081 -0.385 1.428



12.
15
Properties=species:S:1:pos:R:3 method="wB97M-V/def2-TZVPD" total_charge=-1 gap_ev="4.43 / 6.69" energy_ev=-26416.380 spin_multiplicity=2 relative_energy_kj_mol=132.0 s2=0.754 lumo_ev="3.814 / 3.738"
S 1.924 -0.230 1.852
S 2.944 1.138 0.314
N -1.068 0.229 0.459
C 1.009 -1.173 0.636
C -0.154 -0.660 -0.190
C -1.989 0.926 -0.403
H 2.417 0.732 -0.856
H -0.749 -1.599 -0.494
H -3.082 0.806 -0.394
H 0.742 -2.132 1.175
H -0.403 0.866 0.949
H 0.173 -0.235 -1.161
H -1.599 0.813 -1.420
H 1.686 -1.476 -0.078
H -1.851 1.994 -0.388



13.
15
Properties=species:S:1:pos:R:3 method="wB97M-V/def2-TZVPD" gap_ev=8.44 energy_ev=-26416.933 spin_multiplicity=1 relative_energy_kj_mol=71.8 smiles=CSSCCN lumo_ev=0.615
S 0.512 1.023 -0.923
S -1.109 0.024 -0.138
N 0.773 -2.265 1.845
C -0.184 1.251 -2.655
C 0.968 -0.813 1.670
C -0.350 -0.129 1.584
H -0.948 1.998 -2.520
H 1.602 -0.648 0.793
H 1.548 -0.425 2.511
H -0.505 0.248 -2.929
H -0.414 0.890 1.965
H -1.089 -0.600 2.238
H 0.310 -2.584 1.000
H 0.722 1.389 -3.236
H 1.650 -2.768 1.890



14.
15
Properties=species:S:1:pos:R:3 method="wB97M-V/def2-TZVPD" gap_ev=9.14 energy_ev=-26417.039 spin_multiplicity=1 relative_energy_kj_mol=61.6 smiles=CNCCSS lumo_ev=0.474
S 0.109 -3.368 1.449
S -0.310 -2.282 -0.270
N -0.414 0.800 -0.919
C 1.044 -1.077 -0.314
C -1.128 2.000 -0.414
C 0.568 0.317 0.056
H -1.136 0.128 -1.032
H 0.322 -2.322 2.266
H 1.490 -1.005 -1.308
H 1.346 1.079 0.080
H -1.992 2.148 -1.053
H 0.053 0.243 1.029
H 1.826 -1.421 0.361
H -1.325 1.917 0.658
H -0.454 2.842 -0.590



15.
15
Properties=species:S:1:pos:R:3 method="wB97M-V/def2-TZVPD" gap_ev=8.62 energy_ev=-26416.736 spin_multiplicity=1 relative_energy_kj_mol=90.8 smiles=CSSCCN lumo_ev=0.750
S 1.180 -0.234 -1.048
S -0.546 -1.197 -0.437
N -0.184 0.145 2.410
C -1.420 0.385 0.241
C 1.585 -1.102 -2.608
C -0.507 1.035 1.288
H 0.464 0.606 3.029
H -2.279 -0.086 0.734
H 2.449 -0.626 -3.070
H -1.749 1.093 -0.511
H 1.945 -1.991 -2.115
H 0.334 1.443 0.756
H -1.041 1.840 1.805
H 0.790 -1.129 -3.345
H -1.020 -0.182 2.869



16.
15
Properties=species:S:1:pos:R:3 method="wB97M-V/def2-TZVPD" total_charge=+1 gap_ev="8.23 / 4.33" energy_ev=-26407.609 spin_multiplicity=2 relative_energy_kj_mol=179.5 s2=0.754 lumo_ev="-5.056 / -8.948"
S 1.600 -1.829 -0.143
S 1.820 -0.158 1.015
N -1.925 0.217 -0.500
C 1.896 1.136 -0.180
C -1.956 0.401 0.938
C -1.481 -0.868 -0.929
H -1.619 1.402 1.181
H -2.976 0.290 1.293
H -1.461 -1.047 -1.997
H 2.861 -1.777 -0.618
H 2.662 0.901 -0.916
H 0.937 1.267 -0.694
H -1.143 -1.672 -0.261
H 2.123 2.067 0.332
H -1.339 -0.329 1.480